1.
CH2N4O | ωB97M-V/def2-TZVPD

Last column: natural (NBO) charge in e.
Cartesian coordinates (Å):
C1 0.656 -0.606 -0.104  0.6968
H1 -1.545 1.498 1.249  0.4150
H2 0.027 -0.174 2.192  0.4318
N1 -0.085 0.184 -1.064  -0.3007
N2 -1.051 0.877 -0.758  0.0470
N3 -1.086 0.678 0.643  -0.2863
N4 -0.016 0.050 0.999  -0.4425
O1 1.655 -1.277 -0.194  -0.5612

Summary:
- Total energy: -333.436514 Eh
- HOMO energy: -0.3388 Eh
- Kohn-Sham gap: 9.40 eV
- SMILES string: O=c1nn[nH][nH]1



2.
CH2N4O2 | ωB97M-V/def2-TZVPD

Last column: natural (NBO) charge in e.
Cartesian coordinates (Å):
C1 0.244 0.183 -0.168  0.5020
H1 0.571 0.689 -2.991  0.4775
H2 -0.111 -0.382 2.742  0.3827
N1 0.776 0.699 -1.178  -0.1873
N2 -1.084 -0.357 -0.069  -0.1869
N3 -1.191 -0.772 1.109  0.0442
N4 0.018 -0.705 1.789  -0.1622
O1 -0.029 0.400 -2.313  -0.5477
O2 0.806 0.246 1.079  -0.3223

Summary:
- Total energy: -408.640419 Eh
- HOMO energy: -0.3452 Eh
- Kohn-Sham gap: 9.20 eV
- SMILES string: O/N=c1\nn[nH]o1